[1]
ORCA calculation (wB97M-V/def2-TZVPD) on C42H78Cl24N2O4PS as an isolated structure in a non-equilibrium geometry.

```
152
C42H78Cl24N2O4PS, DFT wB97M-V/def2-TZVPD
C 2.455 3.949 -0.006
C 2.550 3.320 -1.448
C 1.438 2.235 -1.562
N 1.721 0.957 -2.203
C 3.015 0.676 -2.776
C 3.880 -0.106 -1.718
C 4.278 0.473 -0.489
C 5.045 -0.209 0.481
C 5.431 -1.546 0.260
C 5.049 -2.135 -0.961
C 4.305 -1.447 -1.956
C 4.021 -2.245 -3.237
C 0.605 0.217 -2.732
C -0.685 0.333 -1.800
C -1.616 -0.906 -1.845
C -2.987 -0.464 -1.177
C -2.900 -0.909 0.338
C -3.245 -2.430 0.497
N -2.116 -3.271 0.926
C 0.860 -1.344 -2.800
O 0.680 -1.972 -3.871
O 1.214 -1.920 -1.741
P 0.032 0.801 -4.444
O -0.365 2.467 -4.366
O -1.342 0.036 -4.939
S 1.372 0.529 -5.831
H 3.006 4.901 0.065
H 2.967 3.255 0.694
H 1.403 4.005 0.326
H 3.591 2.983 -1.552
H 2.284 4.148 -2.136
H 0.574 2.724 -2.072
H 1.060 2.036 -0.530
H 2.983 0.002 -3.650
H 3.641 1.528 -3.097
H 4.022 1.509 -0.228
H 5.320 0.321 1.406
H 6.002 -2.077 1.036
H 5.364 -3.179 -1.127
H 3.753 -3.272 -2.910
H 3.172 -1.891 -3.838
H 4.961 -2.363 -3.816
H -0.388 0.460 -0.738
H -1.267 1.241 -2.064
H -1.816 -1.293 -2.856
H -1.260 -1.756 -1.238
H -3.088 0.632 -1.162
H -3.829 -0.982 -1.671
H -3.480 -0.244 1.004
H -1.830 -0.779 0.615
H -4.121 -2.563 1.166
H -3.536 -2.782 -0.519
H -1.943 -4.035 0.278
H -1.260 -2.746 1.055
H -1.007 2.544 -3.632
H -1.184 -0.926 -4.916
Cl 2.990 7.110 1.925
C 4.098 6.856 3.295
C 5.215 5.898 2.958
Cl 4.625 4.229 2.742
H 3.513 6.504 4.140
H 4.513 7.831 3.549
H 5.938 5.874 3.772
H 5.735 6.193 2.051
Cl -3.825 1.822 -3.325
C -4.280 1.014 -4.845
C -5.759 1.117 -5.123
Cl -6.732 0.159 -3.973
H -3.952 -0.021 -4.785
H -3.718 1.503 -5.642
H -5.972 0.729 -6.118
H -6.103 2.149 -5.078
Cl 0.795 -1.552 2.131
C 2.382 -2.218 1.668
C 3.257 -2.457 2.876
Cl 3.764 -0.925 3.632
H 2.847 -1.531 0.961
H 2.196 -3.161 1.154
H 4.164 -2.982 2.579
H 2.748 -3.055 3.629
Cl 1.855 7.931 5.781
C 0.211 7.496 5.246
C 0.062 6.017 4.980
Cl 0.975 5.481 3.545
H -0.021 8.086 4.361
H -0.467 7.795 6.044
H -0.986 5.785 4.789
H 0.393 5.423 5.831
Cl -2.875 4.580 -8.062
C -1.601 3.516 -8.739
C -1.440 2.233 -7.955
Cl -0.752 2.507 -6.314
H -0.672 4.082 -8.765
H -1.896 3.295 -9.767
H -0.752 1.567 -8.483
H -2.389 1.715 -7.837
Cl 6.081 3.010 5.960
C 5.072 1.551 6.090
C 5.347 0.708 7.304
Cl 6.945 -0.086 7.229
H 5.223 0.974 5.179
H 4.039 1.896 6.111
H 4.588 -0.073 7.326
H 5.303 1.280 8.230
Cl 0.473 2.223 8.296
C 0.511 0.532 8.858
C 1.887 -0.076 8.733
Cl 2.364 -0.313 7.034
H -0.227 -0.030 8.289
H 0.205 0.539 9.904
H 1.900 -1.058 9.206
H 2.642 0.544 9.214
Cl -3.761 -9.372 1.086
C -3.995 -7.603 1.005
C -3.306 -6.988 -0.187
Cl -1.531 -7.042 -0.045
H -3.637 -7.173 1.939
H -5.070 -7.431 0.938
H -3.585 -5.937 -0.269
H -3.586 -7.488 -1.112
Cl -5.312 -6.510 4.896
C -5.973 -8.073 5.435
C -6.153 -9.039 4.291
Cl -7.451 -8.531 3.180
H -6.913 -7.883 5.950
H -5.266 -8.484 6.156
H -6.432 -10.020 4.676
H -5.238 -9.148 3.711
Cl -4.419 2.598 -11.776
C -5.980 2.509 -10.920
C -5.923 3.165 -9.562
Cl -4.904 2.261 -8.422
H -6.264 1.461 -10.846
H -6.713 3.019 -11.545
H -6.923 3.206 -9.131
H -5.536 4.182 -9.624
Cl 8.698 6.646 5.085
C 9.188 4.990 4.634
C 9.509 4.872 3.165
Cl 8.058 5.044 2.149
H 8.388 4.311 4.924
H 10.071 4.750 5.226
H 9.927 3.887 2.958
H 10.233 5.621 2.850
Cl -6.817 -6.668 -0.168
C -8.457 -7.064 -0.738
C -8.637 -8.545 -0.962
Cl -7.687 -9.136 -2.349
H -8.646 -6.494 -1.646
H -9.150 -6.719 0.030
H -9.683 -8.760 -1.180
H -8.346 -9.119 -0.084
```

The net charge is -1. For the lowest unoccupied orbital energy, the calculation gives 0.0617 Eh.

[2]
ORCA calculation (wB97M-V/def2-TZVPD) on a 3-piece molecular cluster, C42H78ClN3O11 overall in a non-equilibrium geometry.

```
135
C42H78ClN3O11, DFT wB97M-V/def2-TZVPD
C 7.384 -9.053 2.287
C 6.081 -8.102 1.898
C 6.676 -6.582 1.606
C 5.518 -5.748 0.773
C 6.114 -4.249 0.469
C 5.505 -3.658 -0.935
C 3.901 -3.412 -0.701
C 3.011 -4.613 -1.388
C 1.500 -4.619 -0.742
C 1.393 -5.506 0.672
C -0.157 -6.024 0.782
C -0.838 -5.884 2.267
C -1.980 -4.709 2.260
C -2.003 -3.429 3.337
C -0.898 -3.266 4.536
C 0.621 -2.903 4.042
C 0.893 -1.318 3.723
O 2.375 -1.120 3.856
C 2.672 -0.516 5.190
C -3.211 -2.285 3.166
Cl -3.308 -0.801 4.333
C -4.371 -2.366 1.996
C -5.559 -1.218 1.772
O -4.905 0.090 1.617
C -4.147 0.195 0.360
O -2.816 0.773 0.638
C -1.762 -0.254 0.660
C -0.295 0.293 0.081
O -0.415 1.472 -0.790
C -4.397 -3.640 0.964
C -3.195 -4.736 1.162
C -3.604 -5.784 -0.028
O -2.942 -6.761 -0.651
N -5.071 -5.553 -0.400
C -5.976 -6.503 0.360
O -5.400 -7.043 1.602
C -5.706 -8.474 1.783
C -5.394 -4.054 -0.269
O -6.236 -3.321 -1.018
H 8.003 -8.532 3.153
H 7.027 -10.136 2.586
H 8.053 -9.114 1.309
H 5.484 -8.538 0.972
H 5.386 -8.105 2.856
H 7.654 -6.639 0.923
H 6.857 -6.000 2.612
H 5.209 -6.348 -0.183
H 4.586 -5.667 1.491
H 7.289 -4.295 0.436
H 5.736 -3.548 1.332
H 5.723 -4.417 -1.820
H 6.072 -2.647 -1.179
H 3.624 -2.370 -1.213
H 3.617 -3.379 0.441
H 2.881 -4.303 -2.534
H 3.535 -5.662 -1.401
H 1.031 -3.539 -0.630
H 0.814 -5.205 -1.523
H 1.744 -4.788 1.526
H 2.115 -6.422 0.571
H -0.177 -7.172 0.503
H -0.776 -5.428 -0.046
H -1.388 -6.906 2.549
H -0.048 -5.585 3.109
H -1.201 -2.425 5.328
H -0.826 -4.267 5.182
H 0.892 -3.598 3.140
H 1.351 -3.205 4.933
H 0.658 -1.103 2.584
H 0.354 -0.597 4.470
H 3.828 -0.608 5.376
H 2.149 -1.122 6.069
H 2.401 0.634 5.242
H -6.203 -1.209 2.757
H -6.266 -1.507 0.861
H -4.717 1.008 -0.302
H -4.123 -0.780 -0.289
H -1.556 -0.488 1.813
H -2.016 -1.229 0.045
H 0.410 0.544 1.011
H 0.265 -0.598 -0.483
H 0.463 1.490 -1.307
H -6.153 -7.438 -0.360
H -7.058 -6.061 0.571
H -4.927 -9.186 1.241
H -5.675 -8.778 2.935
H -6.778 -8.753 1.384
C 1.611 8.170 -2.146
O 2.937 7.669 -2.248
C 3.696 7.778 -1.036
C 3.843 6.412 -0.342
N 2.575 5.954 0.234
C 2.537 4.527 0.583
C 2.876 3.488 -0.510
O 1.891 3.360 -1.536
C 1.906 4.400 -2.503
H 1.220 8.299 -3.160
H 0.960 7.469 -1.627
H 1.586 9.143 -1.642
H 3.289 8.540 -0.361
H 4.697 8.114 -1.336
H 4.593 6.489 0.453
H 4.217 5.712 -1.093
H 1.823 6.142 -0.419
H 1.517 4.327 0.927
H 3.198 4.367 1.441
H 2.911 2.509 -0.018
H 3.871 3.632 -0.944
H 2.920 4.729 -2.746
H 1.296 5.235 -2.154
H 1.441 4.027 -3.419
C -5.990 8.329 -2.479
O -5.641 7.772 -3.738
C -5.653 8.718 -4.817
C -4.224 9.108 -5.235
N -3.567 9.939 -4.222
C -2.108 10.047 -4.365
C -1.272 8.748 -4.418
O -1.194 8.039 -3.180
C -2.355 7.292 -2.852
H -6.221 7.505 -1.797
H -5.162 8.890 -2.050
H -6.875 8.971 -2.554
H -6.268 9.596 -4.590
H -6.125 8.203 -5.664
H -4.262 9.657 -6.183
H -3.677 8.178 -5.405
H -3.770 9.568 -3.301
H -1.762 10.630 -3.506
H -1.895 10.642 -5.259
H -0.242 9.042 -4.649
H -1.573 8.078 -5.230
H -2.814 6.827 -3.729
H -3.068 7.932 -2.331
H -2.072 6.499 -2.156
```

The net charge is 0. For the lowest unoccupied orbital energy, the calculation gives -0.0523 Eh.

[3]
ORCA calculation (wB97M-V/def2-TZVPD) on a 7-piece molecular cluster, C42H80N2O17P2S overall in a non-equilibrium geometry.

```
144
C42H80N2O17P2S, DFT wB97M-V/def2-TZVPD
C -0.701 -3.951 2.656
C -1.646 -4.723 1.740
C -3.144 -4.647 2.072
C -3.632 -3.300 2.575
N -3.288 -2.210 1.654
C -4.244 -1.654 0.843
C -4.077 -1.383 -0.466
C -2.819 -1.733 -1.196
C -1.657 -0.818 -0.780
C -0.300 -1.460 -1.084
P 1.015 -0.222 -1.114
O 0.513 1.152 -1.280
O 2.107 -0.585 -2.222
C 1.663 -1.115 -3.481
C 1.725 -2.643 -3.522
O 1.893 -0.415 0.196
C 1.191 -0.363 1.459
C 0.914 1.051 1.939
C -5.121 -0.659 -1.198
O -4.865 -0.030 -2.208
C -6.527 -0.720 -0.678
C -7.629 -0.531 -1.676
N -8.003 -1.801 -2.316
C -6.678 -0.991 0.622
P -8.250 -1.220 1.469
S -8.670 -3.113 1.683
C -5.495 -1.185 1.496
O -5.554 -0.940 2.682
H -0.617 -4.406 3.641
H -0.996 -2.912 2.803
H 0.295 -3.940 2.217
H -1.332 -5.763 1.705
H -1.497 -4.353 0.720
H -3.363 -5.372 2.859
H -3.725 -4.963 1.205
H -4.707 -3.341 2.726
H -3.200 -3.095 3.553
H -2.439 -2.405 1.144
H -2.968 -1.672 -2.271
H -2.561 -2.767 -0.945
H -1.721 -0.657 0.296
H -1.759 0.159 -1.242
H -0.051 -2.155 -0.281
H -0.343 -2.043 -2.001
H 0.673 -0.736 -3.732
H 2.353 -0.703 -4.211
H 0.749 -3.091 -3.683
H 2.089 -2.995 -2.558
H 2.422 -2.990 -4.278
H 1.831 -0.870 2.173
H 0.268 -0.943 1.418
H 1.582 1.766 1.471
H -0.118 1.349 1.774
H 1.096 1.076 3.008
H -7.333 0.173 -2.446
H -8.509 -0.119 -1.191
H -7.208 -2.157 -2.839
H -8.191 -2.497 -1.599
H -8.092 -0.543 2.680
H -9.208 -0.487 0.764
C 0.968 5.229 -3.842
C 1.899 6.052 -2.978
O 1.379 6.227 -1.649
C 1.570 5.325 -0.666
C 2.127 3.965 -1.006
O 1.224 5.617 0.449
H 0.845 4.215 -3.458
H 1.359 5.170 -4.858
H -0.018 5.694 -3.875
H 2.904 5.629 -2.942
H 1.994 7.051 -3.387
H 1.304 3.289 -1.240
H 2.639 3.582 -0.126
H 2.830 3.965 -1.835
C -5.389 5.788 -3.657
C -6.245 5.094 -2.619
O -7.341 4.383 -3.206
C -7.227 3.117 -3.665
C -5.860 2.493 -3.801
O -8.228 2.540 -3.995
H -4.912 5.073 -4.327
H -4.609 6.374 -3.171
H -6.003 6.456 -4.262
H -5.657 4.434 -1.981
H -6.716 5.828 -1.968
H -5.469 2.714 -4.794
H -5.961 1.419 -3.700
H -5.141 2.826 -3.058
C -1.100 -0.226 8.555
C 0.196 0.448 8.153
O 0.790 -0.166 7.004
C 0.463 0.174 5.742
C -0.748 1.042 5.491
O 1.116 -0.282 4.842
H -1.861 -0.129 7.780
H -1.487 0.219 9.472
H -0.931 -1.289 8.727
H 0.070 1.519 7.994
H 0.940 0.330 8.939
H -1.616 0.394 5.365
H -0.589 1.587 4.564
H -0.955 1.761 6.279
C 5.101 -2.507 3.046
C 4.642 -3.948 3.123
O 3.416 -4.157 2.405
C 3.385 -4.443 1.092
C 4.638 -4.287 0.268
O 2.330 -4.758 0.601
H 5.339 -2.216 2.023
H 5.992 -2.365 3.658
H 4.318 -1.842 3.409
H 5.409 -4.646 2.787
H 4.399 -4.208 4.152
H 4.674 -3.272 -0.129
H 4.584 -4.987 -0.561
H 5.554 -4.497 0.815
C 5.093 -9.690 0.133
C 5.825 -8.569 -0.574
O 6.035 -7.440 0.282
C 7.086 -7.317 1.113
C 7.974 -8.510 1.372
O 7.245 -6.266 1.674
H 5.675 -10.090 0.963
H 4.887 -10.502 -0.563
H 4.147 -9.325 0.533
H 6.769 -8.901 -1.007
H 5.219 -8.181 -1.390
H 7.573 -9.059 2.223
H 8.963 -8.142 1.632
H 8.068 -9.187 0.527
C 5.006 10.753 -2.459
C 5.412 9.711 -3.479
O 4.326 8.842 -3.821
C 3.427 9.129 -4.781
C 3.387 10.514 -5.381
O 2.633 8.279 -5.084
H 4.242 11.424 -2.851
H 5.870 11.351 -2.168
H 4.601 10.270 -1.571
H 5.842 10.157 -4.376
H 6.167 9.048 -3.061
H 2.707 11.125 -4.787
H 2.988 10.432 -6.388
H 4.353 11.009 -5.431
```

The net charge is 0. For the lowest unoccupied orbital energy, the calculation gives -0.0442 Eh. For the energy relative to the best compared isomer or geometry (same formula, charge and spin), the calculation gives 0.0 kJ/mol.

- The lowest net charge belongs to which entry?
  C42H78Cl24N2O4PS

- Look up the net charge of the third one.
  0